C4H11NO2 | ωB97M-V with the def2-TZVPD basis set

E_LUMO	0.931	eV
SMILES	CN[C@](C)(O)OC
ΔE to the lowest compared entry with this formula, charge and spin	1.129	eV
largest force on an atom	0.012	Eh/bohr
spin multiplicity	1

Each atom is followed by the atoms it is bonded to, with distances in Å.
Positions of all 18 atoms, in Å:
1 H 0.3507 1.3695 1.4680  N17 1.014
2 C -0.4091 0.1191 0.0694  O14 1.395, O16 1.425, N17 1.441, C18 1.531
3 H 1.4631 -1.1152 -2.3421  C11 1.100
4 C 0.9317 -0.4954 2.0376  H6 1.095, H13 1.086, H15 1.087, N17 1.457
5 H -1.1015 -1.5756 0.7074  O14 0.963
6 H 1.9479 -0.3933 1.6435  C4 1.095
7 H -0.3167 -1.2657 -2.1295  C11 1.097
8 H -0.3151 2.0941 -0.7847  C18 1.085
9 H -1.7958 1.7507 0.1465  C18 1.092
10 H 0.4137 0.3023 -2.6049  C11 1.095
11 C 0.5494 -0.6035 -2.0048  H3 1.100, H7 1.097, H10 1.095, O16 1.406
12 H -1.5780 1.0502 -1.4717  C18 1.082
13 H 0.6136 -1.5222 1.8802  C4 1.086
14 O -1.3596 -0.9022 0.0695  C2 1.395, H5 0.963
15 H 0.9397 -0.2976 3.1062  C4 1.087
16 O 0.7519 -0.2863 -0.6496  C2 1.425, C11 1.406
17 N -0.0156 0.4246 1.4221  H1 1.014, C2 1.441, C4 1.457
18 C -1.0703 1.3467 -0.5632  C2 1.531, H8 1.085, H9 1.092, H12 1.082